ORCA calculation (ωB97M-V/def2-TZVPD) on a structure of composition C32H48N2O2SSeTc.

```
87
Properties=species:S:1:pos:R:3:forces:R:3:mulliken_charge:R:1
Tc 1.971 0.172 -0.931 0.0 0.2 0.1 0.819
C -4.753 -2.868 -1.264 0.0 0.0 0.0 -2.075
C -4.550 -1.684 -2.209 0.0 0.0 0.0 1.931
C -5.466 -0.534 -1.759 0.0 0.0 0.0 -1.571
C -4.928 -2.120 -3.633 0.0 0.0 0.0 -1.646
C -3.107 -1.191 -2.205 0.0 0.0 0.0 -0.663
C -2.120 -1.782 -1.421 0.0 0.0 0.0 -0.554
C -0.838 -1.273 -1.467 0.0 0.1 0.0 0.104
Se 0.624 -2.043 -0.492 -0.1 -0.2 0.0 0.281
C 0.311 -1.420 1.294 0.0 0.0 0.0 0.045
C -0.652 -1.964 2.120 0.0 0.0 0.0 -0.706
C -0.764 -1.493 3.424 0.0 0.0 0.0 -0.642
C 0.130 -0.502 3.849 0.0 0.0 0.0 0.202
C 1.128 0.054 3.059 0.0 0.0 0.0 -0.964
C 1.185 -0.441 1.751 0.0 0.0 0.1 1.607
O 2.119 0.031 0.852 0.0 -0.1 -0.1 -0.776
C 2.076 1.142 3.566 0.0 0.0 0.0 1.982
C 3.531 0.656 3.472 0.0 0.0 0.0 -1.546
C 1.887 2.420 2.733 0.0 0.0 0.0 -1.303
C 1.792 1.489 5.030 0.0 0.0 0.0 -2.223
C -1.808 -2.027 4.399 0.0 0.0 0.0 1.965
C -2.709 -0.865 4.844 0.0 0.0 0.0 -1.580
C -1.095 -2.627 5.619 0.0 0.0 0.0 -1.640
C -2.683 -3.108 3.763 0.0 0.0 0.0 -2.105
C -0.514 -0.210 -2.302 -0.1 0.0 0.0 1.579
O 0.803 0.207 -2.284 0.1 0.0 0.0 -0.915
C -1.463 0.412 -3.120 0.0 0.0 0.0 -1.110
C -2.745 -0.115 -3.025 0.0 0.0 0.0 0.214
C -1.118 1.596 -4.024 0.0 0.0 0.0 1.950
C -0.046 1.178 -5.045 0.0 0.0 0.0 -1.534
C -2.344 2.077 -4.804 0.0 0.0 0.0 -2.162
C -0.612 2.768 -3.169 0.0 0.0 0.0 -1.298
H -5.795 -3.185 -1.305 0.0 0.0 0.0 0.435
H -4.534 -2.603 -0.227 0.0 0.0 0.0 0.387
H -4.141 -3.727 -1.548 0.0 0.0 0.0 0.413
H -6.501 -0.875 -1.749 0.0 0.0 0.0 0.468
H -5.407 0.322 -2.432 0.0 0.0 0.0 0.331
H -5.209 -0.197 -0.753 0.0 0.0 0.0 0.363
H -5.958 -2.479 -3.644 0.0 0.0 0.0 0.473
H -4.283 -2.929 -3.981 0.0 0.0 0.0 0.376
H -4.860 -1.297 -4.345 0.0 0.0 0.0 0.324
H -2.342 -2.634 -0.795 0.0 0.0 0.0 0.542
H -1.296 -2.752 1.755 0.0 0.0 0.0 0.523
H 0.039 -0.151 4.865 0.0 0.0 0.0 0.541
H 3.839 0.473 2.442 0.0 0.0 0.0 0.137
H 3.673 -0.263 4.042 0.0 0.0 0.0 0.357
H 4.193 1.415 3.891 0.0 0.0 0.0 0.475
H 2.160 2.274 1.686 0.0 0.0 0.0 0.048
H 2.523 3.211 3.131 0.0 0.0 0.0 0.472
H 0.853 2.767 2.778 0.0 0.0 0.0 0.332
H 1.920 0.626 5.685 0.0 0.0 0.0 0.443
H 0.787 1.891 5.168 0.0 0.0 0.0 0.426
H 2.497 2.254 5.354 0.0 0.0 0.0 0.435
H -2.146 -0.086 5.359 0.0 0.0 0.0 0.334
H -3.467 -1.235 5.536 0.0 0.0 0.0 0.468
H -3.219 -0.413 3.991 0.0 0.0 0.0 0.367
H -0.499 -1.884 6.151 0.0 0.0 0.0 0.337
H -0.437 -3.448 5.327 0.0 0.0 0.0 0.369
H -1.834 -3.018 6.319 0.0 0.0 0.0 0.470
H -3.244 -2.726 2.907 0.0 0.0 0.0 0.406
H -3.410 -3.457 4.496 0.0 0.0 0.0 0.436
H -2.099 -3.975 3.448 0.0 0.0 0.0 0.413
H -3.518 0.331 -3.632 0.0 0.0 0.0 0.554
H -0.384 0.330 -5.641 0.0 0.0 0.0 0.361
H 0.895 0.906 -4.565 0.0 0.0 0.0 0.143
H 0.150 2.009 -5.723 0.0 0.0 0.0 0.478
H -2.749 1.296 -5.449 0.0 0.0 0.0 0.448
H -2.051 2.909 -5.443 0.0 0.0 0.0 0.423
H -3.134 2.435 -4.143 0.0 0.0 0.0 0.423
H 0.311 2.527 -2.639 0.0 0.0 0.0 0.074
H -1.364 3.070 -2.438 0.0 0.0 0.0 0.330
H -0.407 3.625 -3.812 0.0 0.0 0.0 0.487
C 5.981 1.947 0.203 0.0 0.0 0.0 -0.938
N 5.764 1.672 -1.209 0.0 0.0 0.0 0.052
C 6.857 1.193 -2.075 0.0 0.0 0.0 -0.583
C 6.193 1.111 -3.461 0.0 0.0 0.0 -0.560
N 4.771 1.282 -3.121 0.0 -0.1 0.0 -0.126
C 4.623 1.673 -1.858 0.0 0.1 -0.1 0.816
S 3.086 2.194 -1.195 0.0 -0.1 0.0 -0.515
H 6.842 2.604 0.306 0.0 0.0 0.0 0.342
H 6.176 1.018 0.741 0.0 0.0 0.0 0.367
H 5.106 2.438 0.620 0.0 0.0 0.0 0.285
H 7.203 0.223 -1.715 0.0 0.0 0.0 0.328
H 7.688 1.895 -2.043 0.0 0.0 0.0 0.364
H 6.362 0.157 -3.952 0.0 0.0 0.0 0.336
H 6.517 1.914 -4.122 0.0 0.0 0.0 0.326
H 4.042 1.408 -3.804 0.0 0.0 0.0 0.216
```
Positions in Å, forces in eV/Å.

The electronic energy is -4388.041866 Ha. The multiplicity is 2. The value obtained for the HOMO energy (alpha / beta) is -13.90 / -14.03 eV. Its net charge is +2. The expectation value of S² is 0.768. The HOMO-LUMO gap (alpha / beta) is 5.724 / 6.189 eV.


ORCA calculation (ωB97M-V/def2-TZVPD) on a cluster of 8 separate species, C32H48O24 in total at a distorted geometry.

```
104
Properties=species:S:1:pos:R:3:forces:R:3:mulliken_charge:R:1
C -2.241 -2.619 -2.707 0.1 -0.1 1.8 -1.390
C -1.204 -3.526 -2.045 0.8 -1.4 -0.8 1.358
C -1.682 -4.802 -1.308 -0.4 -0.9 0.1 -0.220
O -0.963 -5.908 -1.905 -0.5 0.6 0.6 -0.411
C -0.266 -5.451 -2.946 0.0 -0.1 0.5 0.464
O 0.481 -6.137 -3.552 0.7 -0.5 -1.0 -0.574
O -0.492 -4.165 -3.153 0.3 0.9 -0.3 -0.421
H -1.955 -2.192 -3.661 0.3 -0.4 -0.1 0.437
H -2.405 -1.767 -2.041 -0.4 -0.1 0.0 0.189
H -3.134 -3.239 -2.760 -0.3 0.4 -0.4 0.358
H -0.430 -3.099 -1.402 -0.2 0.7 -0.3 -0.120
H -2.735 -5.059 -1.430 -0.1 0.4 -0.1 0.194
H -1.425 -4.866 -0.255 -0.1 0.5 0.1 0.128
C -3.839 -3.900 1.359 0.4 -0.7 0.8 -1.322
C -3.411 -2.448 1.394 -0.1 -0.8 0.3 0.416
C -3.241 -1.826 2.785 -0.8 -0.4 0.0 -0.312
O -1.841 -1.873 3.044 0.0 0.2 0.2 -0.368
C -1.189 -2.105 1.901 -1.2 0.2 0.0 0.273
O -0.035 -1.984 1.708 1.6 0.0 0.1 -0.445
O -2.043 -2.478 0.938 -0.6 0.5 -1.2 0.001
H -3.049 -4.423 1.913 -0.1 -0.3 -0.1 0.367
H -3.869 -4.324 0.359 0.0 0.3 -0.1 0.207
H -4.768 -4.181 1.856 -0.2 0.5 0.0 0.418
H -4.092 -1.863 0.776 0.6 0.3 -0.3 0.294
H -3.762 -2.434 3.525 0.1 0.2 0.2 0.320
H -3.608 -0.800 2.787 0.3 0.1 0.2 0.137
C 4.844 -5.965 -2.362 0.2 0.3 0.1 -1.439
C 3.405 -5.489 -2.522 -0.1 -0.9 1.0 0.446
C 2.777 -5.193 -1.144 -0.6 -1.1 -0.3 -0.604
O 2.350 -3.838 -1.225 0.1 0.2 0.6 -0.102
C 2.686 -3.314 -2.419 1.0 -0.7 -0.8 0.631
O 2.584 -2.185 -2.752 -0.5 0.4 0.3 -0.496
O 3.247 -4.265 -3.216 0.1 0.2 0.1 -0.419
H 5.455 -5.798 -3.248 -0.1 0.0 -0.1 0.346
H 4.859 -7.033 -2.135 -0.1 0.0 -0.1 0.392
H 5.322 -5.486 -1.504 0.1 0.2 -0.2 0.282
H 2.813 -6.285 -2.974 0.0 0.4 -0.5 0.351
H 3.457 -5.438 -0.326 0.2 0.8 0.1 0.419
H 1.908 -5.831 -0.964 -0.1 0.2 -0.1 0.239
C 5.706 -1.380 -0.457 -0.3 0.3 -0.3 -1.149
C 5.457 -1.464 1.041 1.1 -0.6 -0.8 0.555
C 4.337 -2.410 1.505 0.4 1.8 1.3 0.510
O 4.967 -3.086 2.615 -0.4 -0.7 -0.5 -0.429
C 6.308 -3.055 2.468 0.1 0.7 -0.4 0.545
O 7.088 -3.728 3.055 0.0 -0.2 0.2 -0.541
O 6.645 -2.103 1.568 0.0 -0.4 0.4 -0.422
H 6.030 -2.353 -0.830 -0.3 -0.2 0.1 0.325
H 6.526 -0.715 -0.732 0.0 0.2 0.4 0.338
H 4.832 -1.032 -1.014 0.0 -0.1 0.1 0.157
H 5.408 -0.501 1.558 -0.3 0.0 -0.3 0.279
H 3.885 -3.061 0.764 0.2 -0.2 0.0 -0.212
H 3.613 -1.744 1.970 -0.6 -0.5 -0.3 -0.002
C -0.057 6.306 0.892 1.4 0.4 -0.4 -1.102
C 0.534 6.409 2.287 -1.0 -0.3 -0.2 0.447
C 0.416 7.763 2.964 -1.4 0.7 0.4 -0.529
O -0.119 7.450 4.272 0.5 0.1 0.5 -0.373
C -0.484 6.168 4.341 0.1 -0.8 -1.0 0.560
O -0.901 5.573 5.278 -0.2 0.4 0.4 -0.524
O -0.346 5.578 3.112 1.2 0.5 0.2 -0.144
H 0.186 5.358 0.414 -0.2 -0.2 0.3 0.176
H 0.451 7.042 0.254 -0.4 0.1 0.0 0.394
H -1.130 6.451 0.927 -0.1 0.2 -0.1 0.244
H 1.586 6.106 2.335 -0.3 -0.6 0.1 0.285
H -0.358 8.410 2.523 0.3 -0.2 -0.3 0.276
H 1.320 8.352 3.099 0.1 -0.3 -0.1 0.301
C -2.027 1.956 -2.711 0.2 0.2 0.7 -1.199
C -2.397 2.544 -4.068 1.5 -0.6 1.3 0.441
C -1.259 2.405 -5.084 -0.3 -0.7 -0.6 -0.326
O -1.886 1.663 -6.151 0.4 0.4 0.1 -0.356
C -3.085 1.215 -5.756 0.3 0.5 -0.2 0.620
O -3.726 0.442 -6.365 -0.9 -0.9 -0.6 -0.517
O -3.479 1.789 -4.604 0.2 0.5 0.2 -0.380
H -2.875 2.112 -2.044 0.1 -0.2 0.2 0.408
H -1.145 2.421 -2.256 -0.2 0.6 -0.2 0.361
H -1.702 0.913 -2.664 -0.5 -0.2 -0.7 0.146
H -2.621 3.594 -3.899 -0.6 0.0 -0.3 0.297
H -0.432 1.770 -4.764 0.0 0.3 0.4 0.187
H -0.887 3.359 -5.452 0.0 -0.1 -0.1 0.314
C -4.570 5.139 4.395 0.2 -0.7 0.1 -1.347
C -4.476 4.204 3.215 -0.2 0.7 -1.2 0.486
C -3.702 4.776 2.016 -0.9 0.9 0.2 -0.385
O -2.961 3.681 1.539 0.7 0.1 -0.9 -0.185
C -2.983 2.666 2.411 -1.0 1.9 1.3 0.615
O -2.415 1.649 2.312 0.9 -1.7 -0.5 -0.420
O -3.735 3.020 3.485 -0.2 -0.5 0.3 -0.406
H -5.100 6.056 4.142 0.1 0.0 -0.2 0.375
H -3.553 5.347 4.731 -0.1 0.2 0.2 0.251
H -5.127 4.656 5.197 0.1 0.0 0.1 0.381
H -5.455 3.945 2.794 -0.1 -0.3 0.6 0.245
H -3.128 5.667 2.289 0.7 -0.5 0.1 0.077
H -4.381 5.122 1.234 0.0 -0.2 -0.1 0.346
C 1.502 1.663 1.515 -1.8 -0.6 1.5 -1.842
C 1.656 0.522 0.563 -0.8 0.0 -0.6 1.364
C 0.495 0.404 -0.460 -0.1 0.7 0.3 0.457
O 1.162 0.305 -1.722 -0.6 0.7 0.7 -0.198
C 2.467 0.610 -1.555 -0.2 -0.5 -0.9 0.428
O 3.223 0.661 -2.461 0.7 0.4 -0.5 -0.553
O 2.793 0.801 -0.278 -0.2 -0.6 0.7 -0.410
H 0.628 1.417 2.144 0.1 -0.2 -0.1 0.385
H 1.133 2.594 1.085 0.9 0.2 -0.4 0.393
H 2.286 1.729 2.266 0.4 0.4 -0.5 0.423
H 1.676 -0.444 1.062 0.9 0.0 0.2 -0.092
H -0.114 1.306 -0.296 0.1 0.1 -0.9 -0.181
H -0.211 -0.422 -0.403 0.5 -0.3 0.4 -0.191
```
Positions in Å, forces in eV/Å.

The electronic energy is -3054.002475 Ha. The multiplicity is 1. As for the SMILES: C[C@H]1COC(=O)O1.C[C@H]1COC(=O)O1.C[C@H]1COC(=O)O1.C[C@H]1COC(=O)O1.C[C@H]1COC(=O)O1.C[C@H]1COC(=O)O1.C[C@H]1COC(=O)O1.C[C@H]1COC(=O)O1. The value obtained for the HOMO energy is -10.59 eV. The HOMO-LUMO gap is 10.550 eV.


ORCA calculation (ωB97M-V/def2-TZVPD) on a structure of composition C32H49AsNO2S5Y.

```
91
Properties=species:S:1:pos:R:3:forces:R:3:mulliken_charge:R:1
Y 1.013 0.868 0.063 -0.5 -0.4 -0.4 0.929
C -1.039 0.131 1.630 -0.2 -0.2 0.0 -1.268
C -0.781 1.505 1.851 0.0 0.3 0.0 0.929
C 0.520 1.573 2.456 0.2 0.1 -0.1 -0.698
C 0.981 0.227 2.590 0.1 0.1 0.0 0.235
C 0.006 -0.673 2.117 0.1 0.0 0.1 0.161
C -0.057 -2.181 2.361 0.0 0.0 -0.1 2.519
C -1.526 -2.603 2.498 0.1 0.0 0.0 -1.754
C 0.658 -2.499 3.678 0.0 0.0 0.0 -2.148
C 0.580 -3.016 1.248 0.0 0.0 0.0 -1.661
C 1.375 2.756 2.936 0.0 0.0 0.1 2.524
C 0.788 3.299 4.250 0.0 0.0 -0.1 -1.721
C 2.800 2.273 3.259 -0.1 0.0 0.0 -2.271
C 1.516 3.897 1.892 0.1 0.0 0.0 -1.379
C -1.938 2.507 1.681 -0.1 -0.1 0.0 1.666
C -2.803 2.137 0.462 0.1 0.0 0.1 -1.635
C -2.805 2.384 2.947 0.0 0.0 0.0 -1.717
C -1.560 3.976 1.503 0.0 0.0 0.0 -1.826
H -1.975 -0.252 1.253 0.0 0.0 0.0 0.471
H 1.943 -0.050 2.992 -0.1 -0.1 0.1 0.365
H -2.034 -2.025 3.272 0.0 0.0 0.0 0.360
H -1.580 -3.660 2.766 0.0 0.0 0.0 0.474
H -2.067 -2.476 1.560 0.0 0.0 0.0 0.200
H 0.222 -1.936 4.505 0.0 0.0 0.0 0.376
H 1.721 -2.258 3.623 0.0 0.0 0.0 0.332
H 0.569 -3.565 3.898 0.0 0.0 0.0 0.455
H 0.156 -2.768 0.274 0.0 0.0 0.0 -0.163
H 0.404 -4.080 1.432 0.0 0.0 0.0 0.544
H 1.653 -2.847 1.187 0.0 0.0 0.0 0.293
H 0.734 2.498 4.990 0.0 0.0 0.0 0.326
H -0.218 3.694 4.110 0.0 0.0 0.0 0.328
H 1.418 4.098 4.647 0.0 0.0 0.0 0.466
H 2.805 1.547 4.073 0.0 0.0 0.0 0.335
H 3.402 3.126 3.574 0.0 0.0 0.0 0.506
H 3.282 1.816 2.389 0.0 0.0 0.0 0.449
H 1.047 3.664 0.936 0.0 0.0 0.0 -0.098
H 2.569 4.123 1.706 0.0 0.0 0.0 0.430
H 1.061 4.823 2.239 0.0 0.0 0.0 0.356
H -3.250 1.146 0.553 0.0 0.0 0.0 0.389
H -2.210 2.189 -0.451 0.0 0.0 0.0 -0.122
H -3.625 2.851 0.376 0.0 0.0 0.0 0.548
H -3.153 1.358 3.081 0.0 0.0 0.0 0.284
H -3.675 3.041 2.876 0.0 0.0 0.0 0.463
H -2.235 2.662 3.836 0.0 0.0 0.0 0.291
H -1.014 4.135 0.572 0.0 0.0 0.0 0.051
H -0.980 4.363 2.336 0.0 0.0 0.0 0.261
H -2.481 4.559 1.448 0.0 0.0 0.0 0.611
N 2.713 2.370 -0.994 0.1 0.1 0.1 -0.355
C 2.110 3.515 -1.706 0.1 0.0 0.1 -0.663
C 0.669 3.183 -2.085 -0.1 -0.1 0.1 0.372
O 0.170 3.646 -3.086 -0.1 0.0 0.0 -0.703
O 0.083 2.401 -1.217 0.1 -0.1 -0.1 0.322
H 3.452 2.668 -0.366 0.0 0.0 0.0 0.276
H 3.176 1.769 -1.672 0.0 0.0 0.0 -0.129
H 2.672 3.799 -2.594 0.0 0.0 0.0 0.414
H 2.074 4.375 -1.036 0.0 0.0 0.0 0.287
C 3.853 -4.414 -0.294 0.0 0.1 -0.1 -0.810
S 2.699 -3.859 -1.575 0.0 -0.1 0.0 0.012
C 3.546 -2.449 -2.187 0.0 0.0 0.1 -0.045
C 3.691 -1.273 -1.543 0.0 0.0 -0.2 0.067
S 3.129 -0.870 0.058 0.1 0.1 0.1 -0.480
S 4.620 -0.084 -2.442 0.0 0.0 0.1 -0.054
C 4.874 -0.977 -3.913 -0.1 0.0 0.1 0.089
S 5.642 -0.364 -5.213 0.1 0.0 -0.1 -0.223
S 4.247 -2.580 -3.788 0.0 -0.1 0.0 -0.120
H 3.407 -5.296 0.162 0.0 0.0 0.0 0.371
H 3.974 -3.633 0.453 0.0 0.0 0.0 0.202
H 4.809 -4.677 -0.741 0.0 0.0 0.0 0.348
C 0.323 -1.666 -3.378 0.0 0.0 0.0 -1.221
As -0.653 -0.754 -1.963 0.1 0.1 -0.1 0.997
C -1.717 0.448 -3.051 0.0 0.1 0.0 -1.412
C -1.948 -2.164 -1.485 -0.1 0.1 0.0 -0.947
C -2.926 -2.498 -2.569 0.0 0.0 0.0 -0.054
C -4.124 -1.792 -2.679 0.0 0.0 0.0 -0.052
C -5.025 -2.073 -3.695 0.0 0.0 0.0 -0.759
C -4.741 -3.069 -4.620 0.0 0.0 0.0 -0.486
C -3.557 -3.783 -4.515 0.0 0.0 0.0 -0.736
C -2.658 -3.501 -3.496 0.0 0.0 0.0 -0.256
H -0.365 -2.002 -4.153 0.0 0.0 0.0 0.533
H 0.850 -2.520 -2.958 0.0 0.0 0.0 0.013
H 1.051 -0.983 -3.816 0.0 0.0 0.0 0.480
H -2.224 -0.103 -3.840 0.0 0.0 0.0 0.553
H -1.046 1.195 -3.475 0.0 0.0 0.0 0.451
H -2.444 0.974 -2.434 0.0 0.0 0.0 0.245
H -2.469 -1.812 -0.594 0.0 0.0 0.0 0.334
H -1.341 -3.025 -1.207 -0.1 0.0 0.0 0.653
H -4.346 -1.012 -1.958 0.0 0.0 0.0 0.387
H -5.949 -1.514 -3.763 0.0 0.0 0.0 0.407
H -5.442 -3.290 -5.414 0.0 0.0 0.0 0.389
H -3.334 -4.567 -5.227 0.0 0.0 0.0 0.386
H -1.741 -4.074 -3.413 0.0 0.0 0.0 0.450
```
Positions in Å, forces in eV/Å.

The electronic energy is -5719.193749 Ha. The multiplicity is 1. The value obtained for the HOMO energy is -7.84 eV. The HOMO-LUMO gap is 7.749 eV.